# 1
The following is a DFT calculation (ωB97M-V/def2-TZVPD) of a structure of composition C35H38N5O4TeV.

Geometry as XYZ:
```
84
Properties=species:S:1:pos:R:3:mulliken_charge:R:1
V -1.62 -1.52 0.03 1.020
N -3.01 -0.10 -0.77 0.454
C -4.38 -0.41 -0.36 0.526
C -4.93 0.45 0.79 -0.838
C -4.52 1.93 0.83 -0.286
C -4.80 2.72 -0.47 -1.275
N -3.70 2.62 -1.41 -0.179
C -2.51 3.29 -1.30 0.591
N -2.33 4.06 -0.19 -0.343
N -1.62 3.04 -2.19 -0.645
C -4.33 -1.87 0.21 -0.017
O -5.34 -2.49 0.45 -0.627
O -3.12 -2.22 0.44 -1.012
H -2.81 0.90 -0.65 -0.783
H -2.87 -0.30 -1.76 0.333
H -5.07 -0.37 -1.21 0.421
H -4.62 0.01 1.75 0.208
H -6.02 0.38 0.76 0.345
H -3.46 2.01 1.08 0.167
H -5.08 2.38 1.64 0.446
H -5.00 3.77 -0.22 0.306
H -5.70 2.33 -0.95 0.572
H -3.90 2.27 -2.33 0.263
H -3.13 4.42 0.30 0.180
H -1.51 4.65 -0.17 0.247
H -1.09 1.55 -2.68 0.216
H -0.76 3.58 -2.07 0.138
C 5.08 -1.42 -1.75 -1.744
C 3.61 -1.25 -1.49 0.334
C 2.86 -0.38 -2.25 -1.212
C 1.48 -0.17 -2.02 0.094
C 0.67 0.73 -2.75 0.243
O -0.67 0.64 -2.58 -0.468
C 1.14 1.73 -3.68 0.454
C 0.34 2.03 -4.79 -0.080
C 0.71 3.01 -5.68 -0.714
C 1.88 3.73 -5.48 -0.501
C 2.69 3.45 -4.39 -0.811
C 2.33 2.46 -3.49 -0.498
C 0.87 -0.96 -0.99 0.284
O -0.37 -0.89 -0.70 -0.012
C 1.63 -1.87 -0.21 0.470
C 3.00 -1.99 -0.47 -0.876
C 0.96 -2.62 0.83 1.078
N -0.34 -2.67 0.95 0.178
C -0.92 -3.43 2.04 -1.122
C -1.06 -2.59 3.30 -0.664
Te -2.01 -0.67 2.93 0.338
C -0.16 0.40 2.92 -0.015
C 0.58 0.45 4.09 -0.382
C 1.81 1.09 4.11 -0.697
C 2.28 1.70 2.95 -0.626
C 1.52 1.69 1.80 -0.693
C 0.29 1.04 1.78 0.348
C 1.87 -3.25 1.83 -1.053
C 2.43 -2.38 2.77 0.291
C 3.33 -2.87 3.69 -0.856
C 3.68 -4.21 3.68 -0.602
C 3.12 -5.07 2.75 -0.943
C 2.22 -4.59 1.81 0.274
H 5.37 -0.86 -2.64 0.382
H 5.33 -2.46 -1.88 0.387
H 5.67 -1.04 -0.91 0.333
H 3.34 0.15 -3.06 0.732
H -0.55 1.44 -4.97 0.419
H 0.08 3.22 -6.53 0.422
H 2.15 4.52 -6.17 0.405
H 3.60 4.00 -4.24 0.419
H 2.93 2.29 -2.62 0.529
H 3.59 -2.70 0.10 0.607
H -0.32 -4.32 2.27 0.554
H -1.91 -3.76 1.70 0.494
H -0.08 -2.39 3.74 0.176
H -1.68 -3.13 4.02 0.660
H 0.19 0.00 4.99 0.477
H 2.39 1.11 5.01 0.426
H 3.24 2.20 2.97 0.433
H 1.88 2.18 0.91 0.514
H -0.31 1.04 0.87 0.117
H 2.16 -1.34 2.75 0.359
H 3.76 -2.19 4.41 0.499
H 4.40 -4.58 4.39 0.411
H 3.39 -6.11 2.75 0.452
H 1.80 -5.25 1.06 0.548
```

## Properties
<S²> = 0.83
Highest occupied orbital energy (spin up / spin down) = -8.39 / -10.45 eV
DFT total energy = -3143.08918 hartree
Spin multiplicity = 2
Total charge = +1
Kohn-Sham gap (spin up / spin down) = 5.78 / 7.79 eV



# 2
The following is a DFT calculation (ωB97M-V/def2-TZVPD) of the ion C4H8Cl2N with charge +1.

Geometry as XYZ:
```
15
Properties=species:S:1:pos:R:3:nbo_charge:R:1
C -0.43 0.99 -1.48 -0.669
C 0.05 0.61 -0.10 -0.066
N -0.99 0.57 0.99 -0.683
C 0.73 -1.00 -0.22 -0.241
C 1.09 -1.79 0.79 -0.127
Cl 1.80 -3.25 0.50 0.167
Cl 1.03 -1.21 2.46 0.033
H -0.66 2.03 -1.57 0.244
H 0.44 0.79 -2.11 0.256
H -1.38 0.59 -1.89 0.247
H 0.96 1.23 0.29 0.255
H -0.75 -0.14 1.65 0.447
H -1.90 0.25 0.56 0.450
H -0.96 1.44 1.41 0.438
H 0.95 -1.11 -1.28 0.248
```

## Properties
Highest occupied orbital energy = -13.69 eV
DFT total energy = -1132.03567 hartree
Total charge = +1
Structure (SMILES) = C[C@@H]([NH3+])C=C(Cl)Cl
Kohn-Sham gap = 10.12 eV
Energy above the lowest of the compared OMol25 structures with the same formula, charge and spin = 7.57 kcal/mol



# 3
The following is a DFT calculation (ωB97M-V/def2-TZVPD) of an isolated molecule of C5H7N.

Geometry as XYZ:
```
13
Properties=species:S:1:pos:R:3:nbo_charge:R:1
C 2.58 -0.55 -0.54 -0.094
C 1.57 -1.02 -1.04 -0.126
C 0.46 -0.06 -0.69 -0.085
C 0.26 0.75 0.57 -0.278
N -0.48 -0.45 0.27 -0.398
C -1.85 -0.39 -0.14 -0.407
H 3.32 0.02 -0.02 0.230
H 0.15 0.50 -1.57 0.201
H -0.27 1.70 0.44 0.184
H 0.90 0.73 1.46 0.202
H -2.04 -1.27 -0.76 0.207
H -2.07 0.51 -0.73 0.163
H -2.50 -0.42 0.74 0.201
```

## Properties
Highest occupied orbital energy = -9.21 eV
DFT total energy = -249.27850 hartree
Total charge = 0
Structure (SMILES) = C#C[C@@H]1CN1C
Kohn-Sham gap = 9.72 eV
Energy above the lowest of the compared OMol25 structures with the same formula, charge and spin = 122.20 kcal/mol



# 4
The following is a DFT calculation (ωB97M-V/def2-TZVPD) of a structure of composition C27H47CaGeN7O2PS.

Geometry as XYZ:
```
87
Properties=species:S:1:pos:R:3:mulliken_charge:R:1
Ca -1.02 0.06 -1.59 1.380
O 0.73 -0.89 -0.66 -0.365
N 0.59 -2.10 -0.31 -1.032
N -0.54 -2.62 -0.59 2.122
O -1.52 -1.96 -1.21 -0.931
C -0.77 -4.01 -0.23 -0.312
C -2.01 -4.55 -0.51 0.037
C -2.24 -5.89 -0.20 -0.898
C -1.26 -6.66 0.40 -0.526
C -0.02 -6.09 0.68 -0.731
C 0.24 -4.76 0.37 -0.332
H -2.76 -3.94 -0.98 0.512
H -3.21 -6.32 -0.42 0.417
H -1.45 -7.69 0.64 0.433
H 0.76 -6.68 1.15 0.421
H 1.19 -4.31 0.59 0.516
C -1.98 1.98 -0.54 -0.990
H -1.25 2.80 -0.63 -0.687
H -2.92 2.35 -0.97 0.359
C 4.43 -2.78 -2.46 -1.538
C 3.01 -2.62 -2.91 0.791
C 2.11 -3.62 -3.01 -0.705
C 0.80 -3.28 -3.41 0.988
N 0.43 -2.04 -3.68 -0.346
C 1.34 -1.04 -3.63 -0.181
S 0.94 0.56 -4.01 -0.298
N 2.61 -1.37 -3.25 0.088
C -0.24 -4.35 -3.60 -1.306
H 4.70 -3.83 -2.41 0.393
H 4.55 -2.34 -1.47 0.324
H 5.12 -2.27 -3.14 0.403
H 2.38 -4.64 -2.77 0.431
H 3.26 -0.59 -3.18 0.235
H -0.08 -5.18 -2.92 0.337
H -0.16 -4.72 -4.62 0.424
H -1.23 -3.93 -3.46 0.276
C -0.71 1.01 5.93 -1.566
C -1.12 0.73 4.49 0.340
C -0.15 1.30 3.46 -1.085
C -0.51 0.91 2.02 -0.331
Ge -2.19 1.72 1.35 0.608
C -3.85 0.78 1.76 -0.861
C -4.01 -0.61 1.11 -0.723
C -3.22 -1.73 1.80 1.499
C -3.80 -2.12 3.15 -1.691
H -1.42 0.60 6.65 0.415
H -0.64 2.09 6.11 0.328
H 0.27 0.57 6.15 0.346
H -2.12 1.15 4.31 0.060
H -1.21 -0.35 4.34 0.192
H 0.86 0.96 3.71 0.472
H -0.15 2.39 3.56 0.306
H -0.54 -0.18 1.95 0.253
H 0.27 1.22 1.32 0.031
H -2.25 3.06 2.16 -0.166
H -4.64 1.45 1.42 0.363
H -3.96 0.72 2.85 0.356
H -3.71 -0.56 0.06 0.096
H -5.07 -0.89 1.11 0.522
H -2.18 -1.41 1.93 -0.619
H -3.20 -2.60 1.15 -0.177
H -3.83 -1.27 3.84 0.310
H -3.22 -2.91 3.62 0.407
H -4.83 -2.48 3.04 0.429
C 1.20 5.87 -0.46 -0.761
N 2.18 4.92 0.25 0.103
C 3.52 4.96 -0.50 -0.754
N 3.34 4.65 -1.88 0.151
C 2.39 5.58 -2.49 -0.850
N 1.08 5.54 -1.83 0.163
C 0.39 4.25 -2.05 -1.132
P 1.31 2.78 -1.37 1.319
C 1.63 3.51 0.30 -1.337
C 2.95 3.24 -2.11 -1.135
H 1.60 6.87 -0.33 0.349
H 0.24 5.77 0.06 0.413
H 2.33 5.26 1.20 0.344
H 4.17 4.24 -0.01 0.381
H 3.91 5.97 -0.37 0.364
H 2.28 5.34 -3.54 0.384
H 2.79 6.60 -2.40 0.316
H 0.26 4.10 -3.13 0.401
H -0.61 4.29 -1.62 0.582
H 2.34 2.89 0.85 0.515
H 0.70 3.53 0.87 0.543
H 2.90 3.06 -3.18 0.374
H 3.73 2.58 -1.71 0.449
```

## Properties
Highest occupied orbital energy = -9.45 eV
DFT total energy = -5084.58946 hartree
Total charge = +1
Kohn-Sham gap = 6.95 eV
Energy above the lowest of the compared OMol25 structures with the same formula, charge and spin = 3.60 kcal/mol



# 5
The following is a DFT calculation (ωB97M-V/def2-TZVPD) of a structure of composition C39H39BN8O2S3W.

Geometry as XYZ:
```
93
Properties=species:S:1:pos:R:3:mulliken_charge:R:1
W -0.11 0.11 -0.46 1.134
C 4.83 -0.14 -0.24 -1.399
C 4.07 1.08 -0.78 2.587
C 5.05 2.12 -1.32 -1.789
C 3.19 1.68 0.28 -0.064
C 3.71 2.58 1.22 -1.261
C 2.63 2.99 1.96 -0.765
N 1.55 2.38 1.50 -0.074
N 1.86 1.54 0.47 0.850
B 0.14 2.63 1.99 -1.142
N -0.77 3.00 0.80 -0.022
C -1.47 4.12 0.66 -0.664
C -2.26 4.01 -0.46 -1.059
C -2.00 2.74 -0.97 -0.145
N -1.08 2.13 -0.19 0.042
C -2.67 2.16 -2.19 2.388
C -4.19 2.09 -1.96 -1.684
C -2.39 3.01 -3.43 -1.718
N -0.41 1.38 2.64 -0.190
C -0.84 1.25 3.90 -0.866
C -1.36 -0.01 4.04 -0.928
C -1.24 -0.61 2.78 -0.472
N -0.63 0.25 1.93 0.835
C -1.77 -2.00 2.52 2.381
C -3.22 -2.10 2.99 -1.958
C -0.92 -3.05 3.25 -1.509
H 5.44 -0.57 -1.03 0.405
H 5.48 0.16 0.58 0.364
H 4.15 -0.90 0.13 0.199
H 3.46 0.79 -1.62 -1.219
H 5.79 2.42 -0.57 0.369
H 5.60 1.70 -2.17 0.442
H 4.53 3.02 -1.67 0.411
H 4.73 2.89 1.32 0.516
H 2.55 3.70 2.77 0.543
H 0.14 3.54 2.77 -0.107
H -1.36 4.91 1.38 0.537
H -2.95 4.73 -0.85 0.603
H -2.28 1.16 -2.37 -0.835
H -4.60 3.10 -1.92 0.462
H -4.66 1.57 -2.79 0.370
H -4.45 1.59 -1.03 0.276
H -2.78 4.02 -3.30 0.359
H -1.32 3.08 -3.64 0.317
H -2.88 2.57 -4.30 0.466
H -0.75 2.07 4.59 0.544
H -1.80 -0.45 4.92 0.578
H -1.74 -2.20 1.45 -0.670
H -3.27 -2.04 4.08 0.378
H -3.84 -1.32 2.57 0.413
H -3.63 -3.07 2.70 0.457
H -0.97 -2.87 4.33 0.389
H -1.31 -4.05 3.05 0.409
H 0.12 -3.02 2.95 0.216
S 0.62 1.75 -2.18 -0.264
C 1.58 0.95 -3.38 1.441
C 1.76 1.64 -4.62 -0.380
N 1.90 2.23 -5.60 -0.548
C 2.09 -0.27 -3.13 0.393
S 1.83 -1.03 -1.58 0.070
C 2.90 -0.99 -4.06 -0.536
N 3.55 -1.59 -4.79 -0.549
O -4.08 -0.37 0.46 -0.619
C -3.24 -0.60 -0.37 -0.357
O -1.95 -0.34 -0.12 1.360
C -3.52 -1.19 -1.68 0.082
C -4.84 -1.52 -2.00 -0.835
C -5.14 -2.06 -3.23 -0.768
C -4.12 -2.28 -4.15 -0.681
C -2.82 -1.97 -3.85 -1.260
C -2.50 -1.41 -2.60 1.686
S -0.78 -1.10 -2.40 -0.134
H -5.60 -1.33 -1.26 0.481
H -6.16 -2.32 -3.47 0.432
H -4.35 -2.71 -5.12 0.427
H -2.03 -2.14 -4.56 0.519
C 4.04 -2.05 3.30 -1.039
C 3.35 -0.83 3.19 -0.807
C 2.29 -0.69 2.34 -0.393
C 1.82 -1.76 1.54 0.904
C 0.73 -1.66 0.59 0.633
C 0.22 -2.85 0.11 0.314
C 0.80 -4.11 0.40 -1.567
C 1.93 -4.18 1.13 -0.986
C 2.46 -3.02 1.73 1.219
C 3.58 -3.12 2.59 -0.992
H 4.89 -2.15 3.96 0.369
H 3.66 0.02 3.80 0.463
H 1.78 0.26 2.32 0.728
H -0.62 -2.85 -0.56 0.158
H 0.35 -5.00 -0.03 0.464
H 2.43 -5.13 1.30 0.422
H 4.06 -4.09 2.69 0.455
```

## Properties
Highest occupied orbital energy = -8.08 eV
DFT total energy = -3384.70114 hartree
Total charge = 0
Kohn-Sham gap = 5.94 eV
Energy above the lowest of the compared OMol25 structures with the same formula, charge and spin = 4.54 kcal/mol